The following is a quantum chemistry calculation of C8H17IrO3P2 as an isolated structure at a distorted geometry, from the OMol25 dataset.

Atoms and positions in Å:
C 1.7328 1.1330 -0.9254
C 1.3098 1.9488 0.1870
C -0.0427 2.3550 -0.0443
C -0.4716 1.8140 -1.3045
C 0.6291 1.0760 -1.8557
Ir 0.0838 0.0407 0.0890
P 1.0948 -1.7014 0.9442
H 2.7206 0.6971 -1.0670
H 1.9335 2.2542 1.0338
H -0.6306 3.0205 0.5962
H 0.6483 0.6195 -2.8493
H -1.4318 1.9800 -1.7812
H 0.6023 -2.1959 2.1632
H 2.4274 -1.5060 1.3410
H 1.1843 -2.8890 0.1808
C -1.5546 -3.5537 1.4143
O -1.6906 -2.2046 1.9756
P -2.0794 -0.8409 0.9116
O -3.7044 -1.1482 1.2652
C -4.3084 -2.3217 0.7062
O -2.5495 0.7318 0.3773
C -3.5455 0.7730 -0.6869
H -0.7101 -4.0259 1.9356
H -1.3182 -3.5802 0.3323
H -2.4685 -4.1525 1.5508
H -3.6830 -2.6674 -0.1208
H -4.4124 -3.1216 1.4383
H -5.2852 -2.0379 0.3056
H -3.2519 0.1999 -1.5736
H -4.4870 0.3791 -0.3103
H -3.6471 1.8131 -0.9512

## Properties
**HOMO-LUMO gap (alpha / beta)**: 0.263 / 0.217 Eh
**Charge**: +1
**Energy relative to the best compared isomer or geometry (same formula, charge and spin)**: 0.0 kcal per mole
**Spin multiplicity**: 6

Löwdin population analysis, charges in e, atoms 1 to 2: -0.22, -0.18